Record 1
ORCA calculation (ωB97M-V with the def2-TZVPD basis set) on 3 unconnected molecules or ions with the total composition C30H40N2O5 in a non-equilibrium geometry.

Last column: Mulliken charge in e.
Positions of all 77 atoms, in Å:
C  -2.34  2.30  -2.27  -0.720
C  -3.06  0.99  -2.73  0.586
O  -4.18  0.99  -3.18  -0.551
O  -2.30  -0.17  -2.64  -0.165
C  -3.10  -1.33  -2.32  -0.591
C  -2.20  -2.29  -1.42  0.217
C  -1.72  -3.56  -2.26  -1.002
O  -0.88  -3.04  -3.31  -0.307
C  0.46  -3.57  -3.26  0.262
C  0.52  -4.78  -4.27  -0.816
N  1.54  -5.81  -3.97  -0.619
C  1.41  -2.36  -3.66  0.499
C  2.28  -1.91  -2.39  -0.885
C  1.47  -0.91  -1.48  0.287
O  0.97  0.09  -1.94  -0.571
C  1.35  -1.20  0.06  0.530
C  0.70  -2.43  0.51  0.203
C  0.58  -2.74  1.93  -0.890
C  1.15  -1.77  2.88  -0.228
C  1.78  -0.53  2.44  -0.721
C  1.89  -0.22  1.02  -0.324
O  2.21  -2.67  -4.79  -0.435
C  2.77  -1.51  -5.40  -0.417
C  1.88  -0.86  -6.53  -0.554
N  0.42  -1.06  -6.36  -0.487
H  -2.29  2.98  -3.17  0.331
H  -1.29  2.08  -1.91  0.122
H  -2.88  2.81  -1.44  0.170
H  -4.04  -1.09  -1.77  0.387
H  -3.31  -1.90  -3.27  0.226
H  -2.72  -2.61  -0.48  0.486
H  -1.27  -1.71  -1.22  -0.284
H  -1.25  -4.35  -1.63  0.452
H  -2.65  -3.97  -2.74  0.412
H  0.78  -3.91  -2.24  0.163
H  0.62  -4.48  -5.34  0.298
H  -0.48  -5.30  -4.19  0.375
H  1.20  -6.51  -3.32  0.274
H  2.43  -5.41  -3.70  0.256
H  0.76  -1.47  -3.87  -0.004
H  3.23  -1.40  -2.71  0.471
H  2.59  -2.78  -1.75  0.300
H  0.30  -3.10  -0.28  0.159
H  0.07  -3.67  2.26  0.394
H  1.08  -2.01  3.96  0.344
H  2.19  0.17  3.20  0.405
H  2.35  0.73  0.68  0.356
H  3.08  -0.71  -4.68  0.238
H  3.73  -1.85  -5.90  0.356
H  2.08  0.25  -6.48  0.255
H  2.19  -1.19  -7.56  0.354
H  0.10  -0.26  -5.81  0.160
H  -0.08  -1.02  -7.25  0.240
C  -1.89  2.15  1.80  -0.473
C  -2.80  3.16  2.09  -0.360
C  -2.91  3.65  3.39  -0.600
C  -2.10  3.13  4.40  -0.458
C  -1.19  2.12  4.11  -0.511
C  -1.08  1.63  2.81  -0.012
H  -1.80  1.77  0.79  0.429
H  -3.42  3.57  1.31  0.356
H  -3.62  4.43  3.62  0.363
H  -2.18  3.51  5.41  0.474
H  -0.56  1.72  4.89  0.438
H  -0.38  0.84  2.59  0.361
C  2.18  4.13  7.33  -0.407
C  1.98  4.66  8.61  -0.368
C  0.95  5.56  8.83  -0.361
C  0.12  5.93  7.78  -0.421
C  0.31  5.40  6.51  -0.362
C  1.35  4.50  6.29  -0.369
H  2.99  3.43  7.16  0.357
H  2.63  4.36  9.42  0.355
H  0.80  5.97  9.82  0.356
H  -0.69  6.63  7.96  0.358
H  -0.34  5.69  5.70  0.443
H  1.51  4.10  5.30  0.420

The SMILES is CC(=O)OCCCO[C@@H](CN)[C@@H](CC(=O)c1ccccc1)OCCN.c1ccccc1.c1ccccc1. For the largest force on an atom, the calculation gives 2.79 eV/Å. The total energy comes out at -1652.73848 Ha. Its frontier orbital gap is 9.10 eV.

***

Record 2
ORCA calculation (ωB97M-V with the def2-TZVPD basis set) on a molecular structure, C30H40N3P2PrS2 in a non-equilibrium geometry.

Last column: Löwdin spin population.
Positions of all 78 atoms, in Å:
Pr  1.42  -0.85  0.84  2.041
C  4.14  2.15  -1.59  0.000
C  2.66  2.51  -1.52  -0.002
C  1.89  1.90  -2.70  0.000
P  1.90  1.80  0.01  -0.004
C  2.89  2.44  1.46  0.001
C  2.33  1.78  2.73  0.000
C  2.91  3.96  1.57  0.000
C  0.27  2.58  0.14  0.000
C  0.05  3.88  -0.32  0.000
C  -1.21  4.44  -0.41  0.001
C  -1.40  5.86  -0.89  0.000
C  -2.28  3.63  -0.05  0.000
C  -2.10  2.35  0.42  0.000
C  -0.82  1.78  0.58  0.000
N  -0.60  0.49  1.04  -0.005
C  -1.71  -0.22  1.54  -0.001
C  -2.50  0.27  2.60  0.000
C  -3.59  -0.44  3.06  0.000
C  -3.94  -1.67  2.51  0.000
C  -5.11  -2.46  3.02  0.000
C  -3.14  -2.18  1.49  0.000
C  -2.05  -1.47  0.99  0.000
P  -0.83  -2.09  -0.22  -0.004
C  -1.27  -3.82  -0.74  -0.001
C  -1.06  -4.74  0.48  0.000
C  -2.61  -4.00  -1.45  0.000
C  -0.96  -0.99  -1.72  0.001
C  -2.36  -0.71  -2.26  0.000
C  0.02  -1.54  -2.77  0.000
H  4.57  2.52  -2.52  0.000
H  4.28  1.07  -1.56  0.000
H  4.71  2.59  -0.77  0.000
H  2.54  3.59  -1.53  0.000
H  2.01  0.81  -2.69  0.000
H  2.28  2.27  -3.65  0.000
H  0.83  2.14  -2.65  0.000
H  3.91  2.06  1.30  0.000
H  1.25  1.97  2.81  0.000
H  2.80  2.19  3.62  0.000
H  2.52  0.70  2.74  0.000
H  1.90  4.34  1.69  0.000
H  3.36  4.41  0.68  0.000
H  3.51  4.27  2.43  0.000
H  0.90  4.48  -0.64  0.000
H  -0.60  6.15  -1.56  0.000
H  -1.41  6.55  -0.05  0.000
H  -2.35  5.97  -1.41  0.000
H  -3.29  4.01  -0.15  0.000
H  -2.97  1.75  0.66  0.000
H  -2.23  1.21  3.05  0.000
H  -4.18  -0.04  3.87  0.000
H  -5.81  -1.82  3.56  0.000
H  -4.79  -3.25  3.70  0.000
H  -5.65  -2.94  2.20  0.000
H  -3.40  -3.15  1.08  0.000
H  -0.46  -4.06  -1.44  0.000
H  -1.84  -4.61  1.23  0.000
H  -0.10  -4.53  0.95  0.000
H  -1.06  -5.78  0.16  0.000
H  -3.39  -3.37  -1.04  0.000
H  -2.93  -5.05  -1.36  0.000
H  -2.52  -3.77  -2.51  0.000
H  -0.56  -0.03  -1.37  0.000
H  -2.79  -1.59  -2.74  0.000
H  -2.32  0.09  -3.00  0.000
H  -3.01  -0.39  -1.45  0.000
H  -0.33  -2.48  -3.19  0.000
H  1.01  -1.71  -2.32  0.000
H  0.15  -0.83  -3.59  0.000
S  3.68  -1.40  -0.52  -0.012
C  3.65  -2.93  0.32  -0.001
S  2.57  -3.15  1.68  -0.009
C  4.45  -3.96  -0.11  -0.002
C  4.38  -5.25  0.49  0.000
N  4.29  -6.30  0.96  -0.001
C  5.37  -3.78  -1.18  0.000
N  6.12  -3.62  -2.04  -0.001

For the largest force on an atom, the calculation gives 1.31 eV/Å. The total energy comes out at -3327.58496 Ha. Its frontier orbital gap (spin up / spin down) is 7.40 / 7.52 eV. As for the expectation value of S²: 2.003. Its spin multiplicity is 3.

***

Record 3
ORCA calculation (ωB97M-V with the def2-TZVPD basis set) on 10 unconnected molecules or ions with the total composition C30H40O30 in a non-equilibrium geometry.

Last column: Mulliken charge in e.
Positions of all 100 atoms, in Å:
C  -8.05  -1.48  3.68  -0.208
C  -6.76  -0.98  4.23  -0.324
O  -7.11  0.11  5.09  -0.318
C  -8.39  0.00  5.41  0.726
O  -9.05  0.68  6.23  -0.600
O  -8.95  -0.94  4.69  -0.328
H  -8.05  -2.57  3.68  0.260
H  -8.29  -1.04  2.71  0.257
H  -6.01  -0.72  3.49  0.287
H  -6.23  -1.75  4.79  0.247
C  3.53  5.93  -4.95  -0.254
C  3.97  4.49  -4.98  -0.257
O  5.30  4.61  -4.55  -0.312
C  5.72  5.78  -4.35  0.715
O  6.88  6.07  -3.94  -0.596
O  4.78  6.61  -4.89  -0.336
H  2.93  6.12  -4.06  0.246
H  2.81  6.14  -5.74  0.313
H  4.00  4.04  -5.98  0.243
H  3.42  3.83  -4.30  0.239
C  -4.14  -2.89  -4.15  -0.205
C  -4.74  -3.60  -2.92  -0.251
O  -6.07  -3.19  -2.96  -0.351
C  -6.24  -2.07  -3.76  0.701
O  -7.28  -1.47  -4.02  -0.538
O  -5.02  -1.82  -4.31  -0.324
H  -4.11  -3.47  -5.07  0.249
H  -3.14  -2.51  -3.93  0.253
H  -4.46  -3.31  -1.90  0.221
H  -4.82  -4.69  -2.86  0.244
C  -0.32  -6.08  6.23  -0.248
C  -0.95  -6.07  4.83  -0.238
O  -1.28  -4.74  4.62  -0.306
C  -1.00  -4.01  5.69  0.707
O  -1.32  -2.81  5.82  -0.610
O  -0.55  -4.71  6.68  -0.320
H  0.71  -6.40  6.32  0.284
H  -0.98  -6.67  6.86  0.228
H  -1.88  -6.64  4.81  0.230
H  -0.30  -6.52  4.08  0.272
C  6.99  1.39  2.44  -0.220
C  7.46  1.33  0.97  -0.324
O  8.44  2.36  0.90  -0.299
C  8.73  2.73  2.16  0.666
O  9.64  3.50  2.49  -0.561
O  8.05  2.02  3.08  -0.303
H  6.77  0.39  2.81  0.275
H  6.12  2.04  2.57  0.233
H  6.66  1.40  0.24  0.288
H  7.90  0.39  0.64  0.247
C  0.11  0.31  -0.77  -0.318
C  -0.57  -0.46  0.32  -0.228
O  -1.71  0.44  0.57  -0.321
C  -1.75  1.38  -0.30  0.740
O  -2.59  2.23  -0.21  -0.608
O  -0.90  1.20  -1.27  -0.334
H  0.64  -0.30  -1.50  0.316
H  0.86  0.98  -0.35  0.252
H  -0.01  -0.53  1.25  0.265
H  -0.98  -1.40  -0.05  0.236
C  1.27  4.09  4.85  -0.229
C  1.52  5.60  5.05  -0.291
O  1.88  6.12  3.76  -0.334
C  1.84  5.13  2.86  0.689
O  2.09  5.21  1.66  -0.570
O  1.42  3.99  3.44  -0.310
H  0.24  3.89  5.13  0.255
H  2.00  3.48  5.39  0.249
H  2.42  5.67  5.66  0.236
H  0.75  6.13  5.61  0.302
C  5.79  -8.51  1.47  -0.246
C  5.20  -8.83  2.86  -0.256
O  4.21  -7.81  2.98  -0.327
C  4.32  -6.90  1.99  0.661
O  3.64  -5.91  1.81  -0.529
O  5.34  -7.23  1.13  -0.319
H  5.48  -9.29  0.78  0.253
H  6.88  -8.61  1.47  0.285
H  5.84  -8.62  3.72  0.230
H  4.71  -9.78  3.03  0.250
C  4.99  -1.37  -9.91  -0.207
C  3.57  -1.26  -10.58  -0.279
O  2.62  -1.25  -9.46  -0.326
C  3.30  -1.25  -8.32  0.686
O  2.80  -1.05  -7.23  -0.555
O  4.64  -1.42  -8.50  -0.332
H  5.58  -0.55  -10.30  0.257
H  5.48  -2.33  -10.11  0.256
H  3.31  -2.09  -11.24  0.255
H  3.52  -0.36  -11.19  0.245
C  -8.60  5.48  -0.57  -0.264
C  -8.54  5.83  0.88  -0.248
O  -8.71  7.26  0.78  -0.339
C  -8.47  7.68  -0.47  0.694
O  -8.29  8.84  -0.85  -0.565
O  -8.25  6.68  -1.28  -0.310
H  -9.49  4.87  -0.74  0.289
H  -7.72  4.85  -0.69  0.255
H  -7.62  5.60  1.40  0.221
H  -9.35  5.37  1.45  0.267

The SMILES is O=C1OCCO1.O=C1OCCO1.O=C1OCCO1.O=C1OCCO1.O=C1OCCO1.O=C1OCCO1.O=C1OCCO1.O=C1OCCO1.O=C1OCCO1.O=C1OCCO1. For the largest force on an atom, the calculation gives 6.35 eV/Å. The total energy comes out at -3424.27207 Ha. Its frontier orbital gap is 10.26 eV.